Entry 1:
DFT (wB97M-V/def2-TZVPD) results for a 8-piece molecular cluster, C31H64NO16P2 overall in a non-equilibrium geometry.

CARTESIAN COORDINATES (ANGSTROEM)
C1 3.4628 -3.7333 -2.1862
C2 3.5433 -2.5127 -2.0955
C3 3.5420 -0.9540 -2.0417
P1 1.8953 -0.1590 -2.4546
P2 0.1094 -1.3158 -1.9820
N1 -0.9194 -1.1286 -3.1764
O1 0.3707 -2.9551 -1.7955
O2 -0.5944 -0.6660 -0.5963
H1 3.0411 -4.7668 -2.3506
H2 4.2729 -0.6190 -2.8629
H3 4.0091 -0.5610 -1.0745
H4 1.8101 0.1624 -3.8538
H5 1.8117 1.0319 -1.6450
H6 -1.7704 -0.6687 -2.7975
H7 -0.4666 -3.4195 -1.5622
H8 -0.1657 -1.1545 0.1522
O3 -3.5528 2.3354 -1.4260
C4 -3.8320 1.9726 -0.3061
O4 -4.6916 2.6772 0.4390
C5 -5.2442 2.2101 1.6834
C6 -4.3343 2.5364 2.8469
C7 -3.1496 0.7816 0.3099
H9 -5.4872 1.1461 1.6294
H10 -6.1921 2.7363 1.8111
H11 -3.3678 2.0349 2.7532
H12 -4.7904 2.2323 3.7844
H13 -4.1327 3.6085 2.8854
H14 -2.2166 1.1025 0.7738
H15 -2.9273 0.0656 -0.4811
H16 -3.7638 0.2516 1.0363
O5 7.4484 1.0067 -2.6936
C8 7.7803 0.2436 -3.5682
O6 6.8390 -0.3647 -4.3193
C9 7.1136 -1.1174 -5.5110
C10 7.4407 -2.5595 -5.1818
C11 9.2234 -0.1206 -3.7770
H17 7.8912 -0.6377 -6.1088
H18 6.2006 -1.0847 -6.1097
H19 8.3441 -2.6370 -4.5744
H20 7.5879 -3.1383 -6.0958
H21 6.6304 -3.0124 -4.6051
H22 9.4836 -0.9517 -3.1199
H23 9.8373 0.7434 -3.5198
H24 9.4676 -0.3701 -4.8071
O7 -4.7986 3.4037 5.4647
C12 -4.9783 2.7571 6.4693
O8 -3.9297 2.3977 7.2326
C13 -4.0411 1.8193 8.5414
C14 -4.1926 0.3143 8.4608
C15 -6.3497 2.2587 6.8340
H25 -4.8427 2.2912 9.1132
H26 -3.1105 2.0585 9.0607
H27 -5.1083 0.0305 7.9387
H28 -4.2149 -0.1236 9.4607
H29 -3.3611 -0.1230 7.9036
H30 -6.5316 1.3068 6.3318
H31 -7.0835 2.9899 6.4906
H32 -6.5056 2.1501 7.9056
O9 -6.4927 -0.4926 4.2384
C16 -6.8342 -1.3503 3.4605
O10 -6.1243 -1.5590 2.3346
C17 -6.3104 -2.6773 1.4523
C18 -7.3913 -2.3923 0.4298
C19 -8.1016 -2.1323 3.6768
H33 -6.4961 -3.5954 2.0134
H34 -5.3578 -2.8194 0.9367
H35 -8.3618 -2.2337 0.9032
H36 -7.4826 -3.2213 -0.2749
H37 -7.1570 -1.4815 -0.1262
H38 -8.9412 -1.5812 3.2517
H39 -8.2562 -2.2459 4.7510
H40 -8.0710 -3.1391 3.2649
O11 11.8912 0.4723 -5.4833
C20 12.2120 -0.2917 -6.3595
O12 11.2663 -0.8967 -7.1059
C21 11.5379 -1.6498 -8.2971
C22 11.8626 -3.0926 -7.9683
C23 13.6551 -0.6608 -6.5749
H41 12.3155 -1.1715 -8.8960
H42 10.6245 -1.6149 -8.8945
H43 12.7666 -3.1723 -7.3619
H44 12.0075 -3.6718 -8.8823
H45 11.0523 -3.5434 -7.3907
H46 13.9154 -1.4924 -5.9191
H47 14.2721 0.2021 -6.3195
H48 13.8939 -0.9119 -7.6064
O13 -7.1282 -3.5679 -5.1315
C24 -6.3960 -2.6763 -4.7891
O14 -5.4679 -2.8943 -3.8329
C25 -4.4189 -1.9772 -3.5039
C26 -4.8810 -0.9547 -2.4845
C27 -6.5588 -1.2847 -5.3405
H49 -4.0077 -1.5110 -4.4020
H50 -3.6140 -2.5764 -3.0714
H51 -5.6923 -0.3383 -2.8751
H52 -4.0555 -0.2992 -2.1989
H53 -5.2632 -1.4479 -1.5872
H54 -7.2966 -0.7457 -4.7452
H55 -6.9171 -1.3624 -6.3682
H56 -5.6302 -0.7184 -5.3833
O15 2.3502 4.1018 8.1447
C28 1.2069 4.3459 7.8504
O16 0.4208 3.3796 7.3387
C29 -0.9974 3.5043 7.1543
C30 -1.3180 4.1415 5.8183
C31 0.6633 5.7464 7.9540
H57 -1.4593 4.0319 7.9920
H58 -1.3980 2.4896 7.1714
H59 -0.9253 5.1584 5.7545
H60 -2.3974 4.1766 5.6586
H61 -0.8598 3.5726 5.0056
H62 0.8894 6.2889 7.0356
H63 1.1533 6.2439 8.7926
H64 -0.4052 5.7878 8.1567

Calculated values
HOMO energy   -11.20 eV
F_max   0.121 hartree/bohr
Total energy   -86003.0736 eV
Charge   +1
Orbital gap   6.983 eV
LUMO   -4.22 eV


Entry 2:
DFT (wB97M-V/def2-TZVPD) results for a 2-piece molecular cluster, C4H9FSi overall in a non-equilibrium geometry.

CARTESIAN COORDINATES (ANGSTROEM)
C1 -0.2822 0.9652 -0.3718
C2 0.7540 0.2934 0.1231
C3 2.1205 0.9894 0.3002
C4 0.7060 -1.1464 0.3725
F1 -3.6207 0.1742 0.7342
Si1 -2.6520 -0.4352 -0.4069
H1 -0.3729 2.0356 -0.7493
H2 2.0609 1.4948 1.2322
H3 2.9391 0.2743 0.2145
H4 2.2537 1.7180 -0.5667
H5 0.6312 -1.2491 1.4127
H6 1.7070 -1.5278 -0.0092
H7 -0.2275 -1.5532 -0.2266
H8 -3.1624 -0.0668 -1.6953
H9 -2.8547 -1.9665 -0.3637

Calculated values
HOMO energy   -8.81 eV
F_max   0.055 hartree/bohr
Total energy   -14886.5809 eV
Relative energy (zero: lowest compared OMol25 entry of this formula, charge and spin)   277.22 kJ/mol
Charge   0
Orbital gap   8.863 eV
LUMO   0.06 eV


Entry 3:
DFT (wB97M-V/def2-TZVPD) results for C40H40As2N4RuS4Sb as an isolated structure in a non-equilibrium geometry.

CARTESIAN COORDINATES (ANGSTROEM)
Ru1 -0.8754 -1.5917 0.2969
C1 -4.0831 0.0070 -0.9296
As1 -3.0943 -0.1080 0.6792
C2 -3.2339 1.6501 1.3817
C3 -4.2973 -1.2033 1.7579
C4 -5.6460 -1.1647 1.6008
C5 -6.5009 -1.9505 2.3546
C6 -5.9539 -2.8715 3.2668
C7 -4.5623 -2.9943 3.3347
C8 -3.7459 -2.1960 2.6000
As2 -1.7886 -2.3556 2.8032
C9 -1.3170 -1.0072 4.0518
C10 -1.6080 -3.9327 3.9713
H1 -5.0583 0.2256 -0.5859
H2 -4.2085 -0.8905 -1.4804
H3 -3.7745 0.8736 -1.6022
H4 -4.3099 1.8218 1.7496
H5 -2.8343 2.3126 0.6329
H6 -2.5016 1.6745 2.2095
H7 -6.0428 -0.4935 0.8312
H8 -7.5714 -1.9478 2.1769
H9 -6.5155 -3.6246 3.7469
H10 -4.1241 -3.8309 3.8613
H11 -1.3576 -1.4667 5.0385
H12 -2.0950 -0.2587 3.9958
H13 -0.3417 -0.5611 3.7973
H14 -0.5669 -3.9631 4.2481
H15 -1.8734 -4.9770 3.5649
H16 -2.2018 -3.7021 4.9212
C11 0.8540 3.8179 2.7212
C12 0.9196 2.4108 2.9297
C13 0.7558 1.5096 1.8875
C14 0.5762 2.0110 0.5643
C15 0.3932 3.3224 0.3577
C16 0.4792 4.1851 1.4047
Sb1 0.2742 0.6718 -0.9819
C17 -1.2913 1.5644 -2.2942
C18 -1.7422 0.7339 -3.3289
C19 -2.6696 1.2589 -4.2699
C20 -3.1488 2.5348 -4.1089
C21 -2.8460 3.3208 -3.0243
C22 -1.8066 2.8063 -2.1601
C23 1.8541 1.1168 -2.2164
C24 1.8518 0.4098 -3.4218
C25 2.9061 0.5255 -4.2918
C26 3.9689 1.4376 -3.9245
C27 3.8497 2.3156 -2.8211
C28 2.7953 2.0606 -1.9122
H17 1.1154 4.4932 3.5414
H18 1.1491 1.9763 3.8869
H19 0.8520 0.4084 2.0208
H20 0.2867 3.8030 -0.5993
H21 0.3739 5.2858 1.1847
H22 -1.4068 -0.2998 -3.5264
H23 -3.0746 0.6419 -5.0496
H24 -3.9125 2.8489 -4.8068
H25 -3.2620 4.3455 -2.9827
H26 -1.6061 3.5960 -1.4190
H27 1.0002 -0.2703 -3.6266
H28 3.0433 -0.1375 -5.1168
H29 4.8623 1.4368 -4.5459
H30 4.6958 2.9480 -2.6946
H31 2.6945 2.6776 -1.0213
S1 -2.2181 -3.4327 -0.8539
C29 -0.7740 -3.9244 -1.5684
N1 -0.5726 -5.1804 -1.9261
C30 0.5761 -5.4907 -2.5850
C31 1.4924 -4.5605 -2.9030
C32 1.2543 -3.2720 -2.4065
N2 0.1063 -2.9464 -1.7489
H32 -1.2578 -5.9387 -1.7529
H33 0.6670 -6.5374 -2.6755
H34 2.4639 -4.9319 -3.2527
H35 2.0040 -2.4865 -2.5455
S2 6.7328 -1.5252 0.0663
C33 5.1502 -1.4814 0.1973
S3 4.2302 -2.9375 0.4873
C34 2.7366 -1.9425 0.7913
N3 2.9625 -0.7137 0.5715
N4 4.3027 -0.4233 0.2487
C35 4.7017 0.9351 0.5026
C36 5.5779 1.6603 -0.2628
C37 5.8349 2.9892 -0.0064
C38 5.3327 3.6159 1.1564
C39 4.5455 2.8435 1.9910
C40 4.2116 1.5228 1.6686
S4 1.1664 -2.5972 1.2847
H36 6.1860 1.2022 -1.1409
H37 6.5630 3.5613 -0.6138
H38 5.5893 4.6556 1.4198
H39 4.2768 3.1774 3.0581
H40 3.4573 0.9185 2.1700

Calculated values
HOMO energy (spin up / spin down)   -12.13 / -12.19 eV
F_max   0.088 hartree/bohr
Total energy   -222207.7616 eV
Charge   +2
Orbital gap (spin up / spin down)   5.776 / 4.803 eV
LUMO (spin up / spin down)   -6.35 / -7.39 eV
2S+1   6


Entry 4:
DFT (wB97M-V/def2-TZVPD) results for C46H30Cl4I2LaN5O8 as an isolated structure in a non-equilibrium geometry.

CARTESIAN COORDINATES (ANGSTROEM)
La1 0.0211 -0.0624 0.0689
O1 3.3523 0.8302 -3.2344
C1 2.6800 1.3077 -4.2955
C2 3.4022 1.7660 -5.3986
C3 2.7469 2.2168 -6.5297
C4 1.3576 2.2075 -6.5852
C5 0.6372 1.7778 -5.4831
C6 1.2729 1.3473 -4.3227
C7 0.4960 0.9048 -3.1276
O2 1.1211 0.2262 -2.2152
N1 -0.7654 1.2177 -3.1210
N2 -1.4603 0.7211 -2.0199
C8 -2.7341 0.7608 -2.1904
C9 -3.7217 0.1981 -1.3087
C10 -5.0784 0.4528 -1.5508
C11 -6.0703 -0.0679 -0.7499
C12 -5.7051 -0.8782 0.3347
C13 -4.3900 -1.1905 0.5704
C14 -3.3423 -0.6875 -0.2503
O3 -2.1344 -1.0750 -0.0842
H1 2.6426 0.4789 -2.6199
H2 4.4841 1.7420 -5.3474
H3 3.3242 2.5619 -7.3801
H4 0.8455 2.5241 -7.4858
H5 -0.4440 1.7652 -5.4927
H6 -3.0961 1.2230 -3.1130
H7 -5.3446 1.0872 -2.3917
H8 -7.1138 0.1415 -0.9527
H9 -6.4732 -1.2674 0.9948
H10 -4.1058 -1.8293 1.3983
I1 -2.5335 -2.6894 4.1931
C15 -1.4535 -3.6053 2.6458
C16 -1.4990 -4.9875 2.5018
C17 -0.9060 -5.5840 1.4186
I2 -0.9180 -7.6981 1.3250
C18 -0.3166 -4.8168 0.3939
C19 0.1373 -5.3165 -0.8440
C20 0.6374 -4.4614 -1.7861
C21 0.7215 -3.0940 -1.4939
N3 0.3183 -2.5923 -0.3507
C22 -0.2115 -3.4105 0.5840
C23 -0.7346 -2.7612 1.7788
O4 -0.5392 -1.5263 1.9992
H11 -2.0074 -5.5848 3.2461
H12 0.0676 -6.3776 -1.0467
H13 0.9517 -4.8255 -2.7549
H14 1.1395 -2.3948 -2.2097
O5 3.0896 -1.4593 -0.4997
C24 3.3550 -0.2993 -0.2133
N4 2.4518 0.6243 0.2186
C25 3.0779 1.8297 0.4191
O6 2.5484 2.8759 0.7419
C26 4.5579 1.6390 0.1765
C27 5.6303 2.4938 0.3025
C28 6.8984 1.9904 0.0154
C29 7.0678 0.6732 -0.3918
C30 5.9742 -0.1820 -0.5213
C31 4.7268 0.3234 -0.2254
H15 5.4905 3.5199 0.6188
H16 7.7651 2.6341 0.1113
H17 8.0643 0.3074 -0.6107
H18 6.1008 -1.2073 -0.8461
Cl1 -2.2302 3.2611 6.6916
C32 -1.1281 4.3361 7.4786
C33 -1.6204 5.1816 8.4545
C34 -0.8151 6.1545 9.0277
C35 0.4872 6.3023 8.5879
C36 0.9799 5.4463 7.6213
Cl2 2.6235 5.6592 7.0809
C37 0.2240 4.4066 7.0571
N5 0.7679 3.5640 6.1171
C38 0.6015 2.1409 6.1538
C39 0.6462 1.4996 7.3897
C40 0.5012 0.1287 7.4767
C41 0.3094 -0.6022 6.3125
C42 0.2629 0.0403 5.0886
C43 0.4369 1.4169 4.9735
C44 0.4571 2.0836 3.6290
C45 -0.8114 1.8572 2.7389
O7 -1.9084 2.0118 3.2529
O8 -0.5605 1.5978 1.5015
H19 -2.6603 5.0898 8.7371
H20 -1.2102 6.8085 9.7934
H21 1.1296 7.0725 8.9924
H22 1.6255 3.8804 5.6971
H23 0.8031 2.0957 8.2824
H24 0.5334 -0.3613 8.4426
H25 0.1942 -1.6772 6.3603
H26 0.0551 -0.5234 4.1923
H27 1.3105 1.7450 3.0382
H28 0.5312 3.1636 3.7575
Cl3 3.8380 0.0932 4.2047
C46 3.7729 -1.2747 3.0781
Cl4 2.1595 -1.4861 2.3753
H29 4.0296 -2.1691 3.6321
H30 4.4799 -1.0762 2.2788

Calculated values
HOMO energy   -2.54 eV
F_max   0.021 hartree/bohr
Total energy   -139180.7384 eV
Relative energy (zero: lowest compared OMol25 entry of this formula, charge and spin)   136.58 kJ/mol
Charge   -2
Orbital gap   5.800 eV
LUMO   3.26 eV